{
  "formula": "C63H48CaN5O5",
  "method": "ωB97M-V/def2-TZVPD",
  "elements": ["Ca", "C", "O", "C", "C", "C", "C", "C", "C", "C", "C", "C", "C", "C", "N", "C", "C", "C", "C", "C", "C", "C", "C", "C", "C", "O", "C", "C", "C", "C", "N", "C", "C", "C", "C", "C", "C", "O", "C", "C", "C", "C", "C", "C", "C", "N", "C", "C", "N", "C", "C", "C", "C", "O", "C", "C", "C", "H", "H", "H", "H", "H", "H", "H", "H", "H", "H", "H", "H", "H", "H", "H", "H", "H", "H", "H", "H", "H", "H", "H", "H", "H", "H", "H", "H", "H", "H", "H", "H", "H", "H", "H", "H", "C", "C", "C", "C", "C", "C", "C", "C", "C", "C", "C", "C", "C", "C", "C", "N", "H", "H", "H", "H", "H", "H", "H", "H", "H", "H", "O", "H", "H"],
  "coordinates": [[-0.30598, -0.74815, -0.38682], [-8.42462, -2.44420, -5.44364], [-7.81266, -1.21247, -5.11555], [-6.83718, -1.30562, -4.13669], [-5.81958, -0.36924, -4.11268], [-4.87753, -0.42402, -3.09203], [-4.78125, -1.50498, -2.22971], [-5.79739, -2.49075, -2.34252], [-6.82579, -2.37427, -3.23429], [-3.68846, -1.62794, -1.14058], [-3.64458, -0.53630, -0.18794], [-4.85162, 0.20641, 0.23296], [-4.42709, 1.24834, 1.00978], [-2.93980, 1.11967, 1.03244], [-2.54200, -0.06831, 0.39332], [-2.11243, 2.08307, 1.44246], [-0.58414, 2.06174, 1.31439], [0.25592, 3.02980, 2.31659], [1.49426, 2.34323, 2.40848], [1.34302, 1.07605, 1.86545], [2.48491, 0.22879, 1.74456], [3.71913, 0.84649, 2.24525], [4.62033, 1.25869, 1.25474], [5.85973, 1.74769, 1.57511], [6.13255, 1.88363, 2.92862], [7.34803, 2.45953, 3.13409], [7.83096, 2.62484, 4.48820], [5.27829, 1.47242, 3.94300], [4.06211, 0.89471, 3.57150], [2.58284, -1.02104, 1.14624], [1.51454, -1.85077, 0.77550], [2.09440, -3.01831, 0.50597], [1.23839, -4.26575, 0.43241], [0.10820, -4.40379, -0.43043], [1.21506, -5.28275, -0.78979], [1.26249, -6.68325, -0.55532], [1.07137, -7.15290, 0.70487], [0.97667, -8.53675, 0.98755], [2.23396, -9.03174, 1.32627], [1.02105, -6.26086, 1.84020], [1.23337, -4.92017, 1.75749], [-0.97307, -3.87212, -0.94651], [-1.60585, -4.40133, -2.16419], [-2.75665, -3.67303, -2.29221], [-2.75210, -2.62284, -1.20703], [-1.60903, -2.72624, -0.49575], [3.50789, -2.99948, 0.53585], [3.85327, -1.71881, 0.93804], [0.15266, 0.78169, 1.33686], [-2.71032, 3.41677, 1.82788], [-3.11686, 4.25815, 0.76740], [-3.39189, 5.60182, 1.04102], [-3.12746, 6.17683, 2.28340], [-3.35502, 7.50916, 2.33681], [-2.90260, 8.16719, 3.51973], [-2.84246, 5.33249, 3.35821], [-2.69554, 3.96275, 3.12831], [-9.10257, -2.29435, -6.31618], [-9.02552, -2.83147, -4.61641], [-7.77534, -3.29164, -5.66091], [-5.87507, 0.46027, -4.75221], [-4.21141, 0.43110, -3.06031], [-5.73629, -3.37925, -1.76735], [-7.51294, -3.21441, -3.34311], [-5.88033, -0.06512, -0.00323], [-5.02789, 2.00807, 1.56165], [-0.19224, 3.26491, 3.27015], [2.38485, 2.73538, 2.81828], [4.33372, 1.24692, 0.15498], [6.58300, 2.10868, 0.82266], [7.33293, 3.39586, 5.02036], [8.85350, 2.87132, 4.32564], [7.75731, 1.65779, 5.04128], [5.65321, 1.54206, 4.95572], [3.44188, 0.42553, 4.32952], [1.85439, -4.92794, -1.60529], [1.47436, -7.40448, -1.38140], [2.04514, -9.96157, 1.91919], [2.69321, -8.33711, 2.01962], [2.85096, -9.29170, 0.47524], [0.94442, -6.73926, 2.82098], [1.32076, -4.35011, 2.64674], [-1.34684, -5.25280, -2.74726], [-3.66552, -3.98266, -2.87929], [4.18247, -3.82926, 0.35106], [4.78490, -1.30174, 1.12049], [-3.21103, 3.81210, -0.21801], [-3.71153, 6.27959, 0.23861], [-1.81569, 8.09220, 3.57127], [-3.46214, 7.75463, 4.34302], [-3.17813, 9.20264, 3.48964], [-2.79687, 5.77461, 4.33447], [-2.57824, 3.26613, 3.98672], [3.02448, -2.53181, -3.55033], [4.08105, -1.55723, -3.60354], [3.81557, -0.27974, -3.16743], [2.53290, 0.03540, -2.69584], [1.45416, -0.90306, -2.64446], [1.80152, -2.23538, -3.00646], [2.27372, 1.41709, -2.16356], [3.11652, 2.47995, -2.55534], [3.04690, 3.66068, -1.86208], [2.02519, 3.85710, -0.93741], [2.10636, 5.04469, -0.03257], [1.22237, 5.15791, 0.99507], [0.10806, 4.16579, 1.24733], [-0.11986, 3.14219, 0.12354], [1.10559, 2.82873, -0.73364], [1.28714, 1.60399, -1.24049], [3.25862, -3.51819, -3.94321], [5.02266, -1.85437, -4.06944], [4.58842, 0.45494, -3.12993], [1.01979, -2.97776, -2.98387], [3.76581, 2.47644, -3.37826], [3.78968, 4.38761, -2.13101], [2.91812, 5.76596, -0.17919], [1.26676, 6.02655, 1.69710], [-0.86368, 4.71474, 1.41951], [-0.90855, 3.32151, -0.62504], [-1.32593, -0.65685, -2.91336], [-0.38621, -0.76913, -2.99677], [-1.79705, -1.37649, -3.35294]],
  "forces_ev_per_a": [[0.2, 0.6, -0.6], [-1.4, -0.2, -0.3], [0.4, -0.4, -0.1], [-0.2, -0.7, -0.4], [-1.0, -0.8, 1.4], [0.3, 0.4, -0.4], [-0.1, -1.0, 1.5], [1.2, 1.1, 0.0], [-0.2, -0.3, -0.9], [-1.6, 1.1, -0.5], [0.4, -0.5, -0.1], [0.2, 1.1, 0.6], [-0.1, -0.9, -0.4], [-0.6, -0.4, 0.2], [-1.0, 0.4, -0.8], [0.7, 0.7, 0.5], [1.6, 0.1, 0.2], [-2.8, 1.4, -1.4], [1.1, -1.7, -0.6], [-0.5, 0.9, 0.2], [0.3, -1.4, -0.3], [0.7, -0.7, -1.1], [-0.2, 0.4, -1.7], [-0.3, 0.3, -0.2], [0.7, 0.3, 0.2], [0.6, 0.4, 1.4], [-0.3, -2.0, -1.3], [0.5, 0.0, -0.6], [0.4, -0.1, 0.6], [0.5, 1.0, 0.1], [1.1, -0.9, 0.2], [-1.8, 0.0, -0.4], [1.0, 0.8, 1.3], [0.9, -0.5, -0.1], [0.8, 1.7, -1.1], [-0.1, -2.7, 1.1], [-0.4, -0.2, -1.1], [-0.4, 1.4, -0.8], [-0.4, -1.5, 1.6], [0.4, 0.5, 0.7], [-0.9, -2.1, -1.0], [0.0, 0.7, -0.8], [-2.4, 1.5, 0.6], [-0.3, -1.3, 0.3], [0.7, -0.5, -1.2], [-0.8, -0.7, 0.2], [1.2, 1.3, 0.6], [-2.6, -1.6, -0.2], [-1.7, 0.5, -0.3], [0.2, 0.4, -0.2], [-0.2, 0.3, 1.4], [0.4, -0.1, -1.2], [-0.7, -1.2, -0.5], [0.3, 0.9, 0.4], [-0.3, -0.5, -0.6], [-0.2, 0.1, -0.5], [0.2, -0.8, 0.1], [0.6, 0.1, 0.7], [-0.3, 0.3, 0.0], [0.7, 0.4, -0.3], [0.1, 0.9, -0.9], [0.4, -0.3, 0.3], [0.1, -0.6, 0.7], [0.1, 0.4, 0.2], [0.4, 0.1, -0.1], [0.7, -0.8, -0.7], [-0.2, 0.2, 0.6], [0.6, 0.3, 0.4], [0.1, -0.2, 1.6], [-0.5, -0.3, 0.6], [-0.7, 0.8, 0.4], [0.8, 0.3, 0.2], [0.1, 0.7, -0.3], [-0.5, -0.1, 0.1], [-0.2, 0.3, -0.2], [-0.3, 0.0, -0.1], [-0.2, 0.8, 0.7], [0.3, 0.5, -0.5], [0.7, 0.1, -0.1], [0.3, 0.3, -0.3], [0.0, 0.2, -0.3], [0.2, 0.6, 0.6], [0.4, -0.5, -0.1], [1.3, 0.7, 0.3], [-0.2, 0.1, -0.1], [1.5, 0.5, 0.2], [0.0, 0.3, 0.0], [0.1, -0.3, 0.3], [0.0, -0.2, 0.5], [0.3, -0.2, 0.8], [-0.2, 0.6, -0.5], [0.1, -0.3, 0.4], [0.2, 0.7, -0.7], [2.0, 0.4, -0.2], [-1.3, -1.3, -0.5], [-0.5, -0.4, 0.3], [-1.5, -0.2, 0.5], [0.8, -0.2, 0.7], [-0.2, 1.5, -0.4], [0.3, -0.1, 0.0], [-1.4, -0.2, 1.1], [-0.7, -0.3, -0.1], [1.4, 1.1, 0.7], [-1.7, -0.5, 0.8], [0.6, 0.7, -0.1], [-0.1, 0.9, -0.4], [-0.3, -1.5, 0.1], [0.0, -0.4, 0.9], [0.1, 0.2, -1.1], [-0.1, -0.1, 0.1], [-0.1, 0.2, 0.3], [0.5, 0.4, -0.1], [-0.1, -0.4, 0.0], [0.9, -0.7, -0.9], [0.0, 0.7, 0.3], [-0.4, -0.3, 0.0], [0.2, -0.8, -0.6], [1.3, -0.4, 0.0], [0.0, 0.2, 0.4], [-2.6, 0.5, 0.3], [2.3, -0.3, -0.3], [0.3, 0.1, 0.2]],
  "homo_ev": [-3.75, -3.72],
  "lumo_energy_ev": [1.69, 1.69],
  "gap_ev": [5.438, 5.409],
  "charge": -1,
  "mol_weight_g_mol": 995.2,
  "energy_ev": -102232.427,
  "spin_multiplicity": 1,
  "e_above_lowest_kcal_mol": 177.7
}